# 1
Computed, not measured: a molecular structure, C17H50N11O11Pd, with ωB97M-V with the def2-TZVPD basis set.

Last column: Löwdin charge in e.
CARTESIAN COORDINATES (ANGSTROEM)
Pd  -1.05  1.19  1.34  1.105
O  1.87  -1.87  -1.58  -0.186
O  -0.30  -6.42  2.70  -0.128
O  3.63  5.30  0.22  0.074
O  0.78  0.50  2.10  -0.314
O  -3.49  -2.90  2.11  -0.202
O  -0.18  2.57  -0.26  -0.056
O  -0.75  7.29  1.76  0.014
O  -0.33  6.38  -3.64  0.119
O  0.45  -0.26  -5.73  0.000
O  -0.95  0.80  -0.79  0.005
O  0.33  1.94  -2.18  0.006
N  0.73  1.87  -5.25  0.185
N  1.05  -4.20  0.10  -0.076
N  -1.83  6.24  3.35  0.181
N  -0.77  5.06  1.97  0.168
N  1.88  4.13  0.81  0.164
N  -0.93  -0.72  -3.33  0.335
N  -1.74  -0.93  1.66  -0.101
N  2.53  4.09  -1.22  0.182
N  -0.27  5.33  -1.80  0.205
N  0.82  1.24  -7.33  0.198
N  -0.44  4.29  -3.54  0.193
C  -0.39  -5.67  1.63  -0.327
C  0.62  -0.91  2.49  -0.146
C  0.68  0.88  -6.11  -0.761
C  0.96  -5.45  0.90  -0.156
C  2.76  4.53  -0.02  -0.838
C  -2.30  -0.88  3.01  -0.204
C  -1.57  -6.63  3.35  -0.059
C  -4.53  -3.85  2.42  -0.067
C  2.34  -3.16  -1.75  -0.190
C  2.40  -3.98  -0.40  -0.203
C  1.93  1.24  2.55  -0.046
C  -0.41  5.40  -3.05  -0.968
C  -2.79  -2.30  3.29  -0.172
C  -0.42  -1.57  1.63  -0.200
C  -1.09  6.23  2.36  -0.821
C  -0.26  1.73  -1.14  -1.041
C  2.69  -0.87  -1.06  -0.102
H  1.99  4.47  1.76  0.128
H  -1.96  -2.90  3.67  0.117
H  2.67  -0.73  0.02  0.070
H  -4.31  -4.72  3.04  0.078
H  -0.41  -0.85  -4.19  0.079
H  1.60  -5.34  1.78  0.125
H  -0.37  6.19  -1.28  0.138
H  -2.30  -1.73  1.42  0.088
H  3.07  -4.83  -0.28  0.116
H  1.71  -3.68  -2.47  0.120
H  0.30  -1.01  3.53  0.121
H  2.71  1.36  1.80  0.098
H  -1.60  0.02  -3.39  0.147
H  -5.29  -3.33  3.00  0.090
H  -1.65  -0.41  3.75  0.123
H  0.62  -4.50  -0.77  0.094
H  -1.01  4.18  2.39  0.094
H  1.23  2.71  -5.53  0.120
H  -1.10  -6.06  0.90  0.125
H  -0.03  -1.60  0.61  0.113
H  -0.79  -4.66  1.77  0.092
H  -3.46  -2.09  4.12  0.127
H  -4.94  -4.28  1.51  0.096
H  -0.29  -0.36  -2.64  0.083
H  -0.40  3.40  -3.06  0.066
H  1.16  3.57  0.37  0.041
H  3.39  4.13  -1.74  0.127
H  -0.27  4.20  -4.53  0.114
H  1.04  0.46  -7.93  0.136
H  2.37  0.88  3.49  0.104
H  1.24  -6.23  0.19  0.125
H  -1.97  -5.69  3.73  0.071
H  1.75  3.51  -1.48  0.063
H  3.36  -3.24  -2.15  0.123
H  1.66  2.26  2.81  0.078
H  0.76  2.18  -7.69  0.137
H  -2.42  -7.14  2.89  0.091
H  -0.42  -2.61  1.94  0.102
H  -2.15  5.40  3.80  0.121
H  -2.15  7.13  3.70  0.142
H  -1.36  -7.31  4.18  0.094
H  -0.31  5.05  1.07  0.082
H  2.91  -3.42  0.38  0.105
H  -1.25  -1.64  -3.05  0.149
H  1.60  -1.39  2.42  0.138
H  0.66  1.75  -4.25  0.070
H  -0.04  4.42  -1.41  0.060
H  -3.30  -0.46  2.96  0.126
H  3.76  -0.82  -1.29  0.102
H  2.32  0.08  -1.45  0.082

As for the HOMO energy (spin up / spin down): -10.4517 / -10.4473 eV. Its molar mass is 691.1 Da. For the HOMO-LUMO gap (spin up / spin down), the calculation gives 0.254 / 0.184 Eh. The total charge is +1. As for the spin multiplicity: 3.


# 2
Computed, not measured: a molecular structure, C44H39BaN8OSSb, with ωB97M-V with the def2-TZVPD basis set.

Last column: Löwdin charge in e.
CARTESIAN COORDINATES (ANGSTROEM)
Ba  0.62  0.86  0.67  1.956
Sb  2.93  2.51  2.67  1.556
S  -0.28  -0.88  -2.53  1.025
O  0.03  0.29  -1.61  -0.786
N  -1.11  -2.17  0.46  0.075
N  1.07  -1.71  1.22  -0.010
N  2.42  -3.48  1.90  0.142
N  1.05  3.31  0.32  -0.163
N  3.05  0.50  0.22  -0.157
N  -1.35  -0.82  0.57  -0.158
N  0.55  0.55  3.36  -0.074
N  -2.02  1.83  0.91  0.021
C  -0.51  0.98  -4.60  -0.067
C  5.08  -0.54  -0.48  0.001
C  0.12  0.46  -6.86  -0.051
C  5.04  0.77  1.50  -0.129
C  1.50  -4.45  1.49  -0.166
C  1.49  1.82  5.18  -0.132
C  -3.68  3.49  1.40  -0.024
C  -0.63  -4.97  0.51  -0.002
C  -0.38  -6.31  0.69  -0.048
C  -0.21  -0.10  4.26  -0.304
C  0.68  1.17  6.10  -0.031
C  -2.86  0.11  -2.38  -0.089
C  2.99  -0.83  -1.82  -0.025
C  3.72  -0.27  -0.65  -0.316
C  -4.82  -1.27  -2.60  -0.056
C  1.75  -5.80  1.69  -0.003
C  1.79  5.12  1.69  -0.114
C  -4.24  -0.02  -2.42  -0.061
C  -0.23  3.64  -1.72  -0.021
C  -0.38  1.36  -5.93  -0.051
C  2.15  -2.18  1.74  -0.146
C  1.70  3.76  1.39  -0.472
C  1.21  6.03  0.83  -0.025
C  -2.98  0.89  0.94  -0.274
C  3.69  1.01  1.27  -0.481
C  -4.67  2.52  1.42  -0.027
C  -0.16  0.19  5.62  -0.008
C  -4.31  1.20  1.18  0.000
C  0.49  4.19  -0.52  -0.336
C  -2.64  -2.27  -2.73  -0.073
C  -0.13  -0.30  -4.22  -0.364
C  -4.02  -2.40  -2.75  -0.055
C  1.40  1.48  3.84  -0.469
C  -2.58  -0.50  0.74  -0.094
C  0.31  -4.02  0.90  -0.080
C  -2.38  3.09  1.13  -0.127
C  5.75  -0.03  0.61  -0.027
C  0.06  -2.58  0.80  -0.303
C  0.39  -1.19  -5.15  -0.079
C  -2.07  -1.02  -2.54  -0.381
C  0.58  5.56  -0.30  -0.002
C  0.50  -0.81  -6.48  -0.056
C  0.82  -6.73  1.28  -0.043
C  -1.16  -1.16  3.81  -0.010
H  -5.06  0.42  1.18  0.125
H  1.28  7.10  1.02  0.124
H  2.90  -1.48  2.10  0.133
H  0.34  2.81  -2.15  0.066
H  -5.90  -1.37  -2.62  0.114
H  6.80  -0.22  0.76  0.124
H  0.20  0.76  -7.90  0.116
H  2.20  2.57  5.50  0.085
H  2.20  -1.51  -1.49  0.056
H  -1.59  3.84  1.09  0.103
H  5.59  -1.15  -1.21  0.124
H  -1.17  -1.99  4.52  0.097
H  1.01  -7.78  1.43  0.120
H  -2.39  1.07  -2.22  0.101
H  3.66  -1.38  -2.48  0.093
H  2.68  -6.11  2.16  0.122
H  2.51  -0.03  -2.39  0.081
H  -3.91  4.53  1.60  0.117
H  -4.86  0.86  -2.32  0.115
H  -0.80  -0.37  6.30  0.126
H  3.28  -3.78  2.32  0.165
H  -0.67  2.36  -6.23  0.115
H  -4.48  -3.37  -2.90  0.115
H  0.73  1.41  7.15  0.123
H  0.14  6.25  -1.02  0.125
H  -1.20  3.25  -1.42  0.072
H  2.33  5.44  2.58  0.093
H  -2.18  -0.76  3.76  0.097
H  -0.90  -1.53  2.83  0.032
H  -3.35  -1.27  0.79  0.144
H  0.90  -1.50  -7.20  0.116
H  -0.38  4.42  -2.47  0.094
H  -2.01  -3.15  -2.86  0.115
H  -1.11  -7.05  0.40  0.116
H  -5.70  2.78  1.63  0.122
H  -0.89  1.68  -3.86  0.095
H  -1.56  -4.63  0.07  0.114
H  5.53  1.22  2.36  0.086
H  0.69  -2.18  -4.83  0.113

As for the HOMO energy: -12.7765 eV. The calculation puts the relative energy (zero: lowest compared OMol25 entry of this formula, charge and spin) at 3.1 kcal per mole. Its molar mass is 987.0 Da. For the HOMO-LUMO gap, the calculation gives 0.283 Eh. The total charge is +2.


# 3
Computed, not measured: 2 unconnected molecules or ions with the total composition C5H9NO, with ωB97M-V with the def2-TZVPD basis set.

Last column: Löwdin charge in e.
CARTESIAN COORDINATES (ANGSTROEM)
O  2.98  -4.73  2.67  -0.053
N  -0.25  0.16  -0.96  0.037
C  -1.62  1.81  -0.60  -0.076
C  -1.24  0.03  -1.90  -0.137
C  -2.12  1.06  -1.68  -0.108
C  0.56  1.65  0.84  -0.047
C  -0.45  1.24  -0.15  -0.340
H  3.05  -4.98  1.74  0.038
H  0.90  0.91  1.58  0.075
H  2.13  -4.31  2.61  0.015
H  -1.35  -0.88  -2.47  0.102
H  0.42  2.63  1.30  0.076
H  1.53  1.75  0.33  0.081
H  -2.08  2.66  -0.14  0.097
H  0.55  -0.46  -1.02  0.149
H  -3.01  1.44  -2.16  0.092

As for the HOMO energy: -8.0384 eV. The calculation puts the relative energy (zero: lowest compared OMol25 entry of this formula, charge and spin) at 29.4 kcal per mole. The SMILES is Cc1ccc[nH]1.O. Its molar mass is 99.1 Da. For the HOMO-LUMO gap, the calculation gives 0.313 Eh.


# 4
Computed, not measured: a molecular structure, C11H23N2O4P2Sn, with ωB97M-V with the def2-TZVPD basis set.

Last column: Löwdin charge in e.
CARTESIAN COORDINATES (ANGSTROEM)
Sn  -0.61  1.17  0.30  0.996
P  1.69  1.36  1.41  0.752
P  -2.47  -0.03  -1.06  0.797
O  1.27  1.51  -3.14  -0.111
O  -2.01  2.53  3.73  0.028
O  -1.84  1.15  2.05  -0.387
O  3.30  -0.27  -2.20  -0.069
N  -0.03  -0.95  0.42  -0.050
N  -2.13  2.45  2.55  -0.141
C  -0.61  -3.28  0.43  -0.053
C  -2.35  -1.63  -0.20  -0.277
C  -2.03  -0.41  -2.79  -0.222
C  -0.92  -1.95  0.21  -0.339
C  -4.19  0.53  -1.00  -0.224
C  1.61  -2.65  1.00  -0.023
C  2.22  -0.28  1.03  -0.306
C  2.70  2.61  0.57  -0.229
C  1.57  1.71  3.19  -0.231
C  0.67  -3.64  0.84  -0.045
C  1.26  -1.29  0.80  -0.364
H  -4.47  0.74  0.05  0.063
H  -4.89  -0.19  -1.43  0.067
H  4.15  -0.61  -2.54  0.068
H  1.17  2.73  3.29  0.053
H  0.42  1.10  -3.46  0.025
H  -0.39  2.42  -0.93  -0.038
H  0.90  -4.70  1.00  0.126
H  -2.66  -2.46  -0.86  0.106
H  -2.99  -1.66  0.71  0.120
H  2.62  2.49  -0.52  0.050
H  -2.74  -1.12  -3.24  0.067
H  3.28  -0.56  -1.26  0.026
H  1.91  0.76  -3.17  0.012
H  2.63  -2.88  1.33  0.125
H  3.75  2.57  0.89  0.066
H  0.89  1.00  3.68  0.060
H  -1.01  -0.84  -2.85  0.060
H  -2.08  0.55  -3.33  0.057
H  2.27  3.58  0.88  0.056
H  3.21  -0.66  1.28  0.075
H  2.56  1.66  3.68  0.062
H  -4.21  1.46  -1.59  0.061
H  -1.42  -4.02  0.27  0.130

As for the HOMO energy: -10.3633 eV. The calculation puts the relative energy (zero: lowest compared OMol25 entry of this formula, charge and spin) at 3.5 kcal per mole. Its molar mass is 428.0 Da. For the HOMO-LUMO gap, the calculation gives 0.263 Eh. The total charge is +1.


# 5
Computed, not measured: a molecular structure, C46H39AsClN3O3Pd, with ωB97M-V with the def2-TZVPD basis set.

Last column: Löwdin charge in e.
CARTESIAN COORDINATES (ANGSTROEM)
Pd  -0.12  -0.03  -0.27  0.872
As  1.00  -0.32  -2.66  1.356
Cl  4.67  -1.45  -0.05  0.571
O  -1.27  1.68  -1.32  -0.105
O  1.98  0.90  0.29  -0.081
O  1.60  -1.25  0.62  -0.107
N  -2.45  3.16  -0.03  0.057
N  -1.92  -1.53  -0.07  0.097
N  -3.74  3.30  0.45  -0.059
C  4.50  2.03  -3.14  -0.082
C  -2.65  -2.98  -3.32  -0.061
C  -2.15  -1.73  1.22  -0.200
C  -0.19  3.98  0.16  -0.004
C  3.78  -0.43  1.12  -0.469
C  -2.33  1.99  -0.73  -0.413
C  -2.97  -3.64  -0.63  -0.159
C  2.58  -4.17  -2.31  -0.079
C  -3.89  3.92  1.76  0.000
C  0.00  -0.16  -4.32  -0.363
C  2.67  3.50  -2.64  -0.082
C  -1.44  1.18  -5.72  -0.080
C  -1.03  1.36  3.91  -0.102
C  2.29  1.13  -2.83  -0.352
C  -5.76  1.87  0.67  -0.009
C  -0.51  1.32  2.62  -0.121
C  2.02  -1.93  -3.00  -0.386
C  -0.16  -1.22  -5.20  -0.123
C  2.81  -2.10  -4.14  -0.136
C  -2.77  -2.94  1.67  0.005
C  4.01  3.31  -2.93  -0.089
C  -1.98  5.52  -0.38  -0.025
C  -3.59  1.32  -0.60  0.074
C  -1.92  0.38  4.33  -0.103
C  2.35  -0.25  0.65  -0.771
C  -0.95  -1.08  -6.33  -0.095
C  -3.39  -4.53  -1.63  -0.035
C  0.72  5.03  0.09  -0.068
C  0.29  6.31  -0.20  -0.086
C  3.49  -3.29  -4.35  -0.082
C  -0.65  1.05  -4.59  -0.103
C  -1.75  -0.66  2.17  -0.202
C  -1.06  6.56  -0.43  -0.080
C  -2.22  -2.10  -2.37  -0.021
C  1.90  -2.98  -2.09  -0.116
C  -3.23  -4.22  -2.96  -0.075
C  -2.36  -2.43  -1.00  -0.212
C  -2.27  -0.64  3.46  -0.053
C  -4.39  2.12  0.15  -0.260
C  -3.15  -3.88  0.76  0.002
C  -0.87  0.33  1.71  -0.133
C  1.81  2.41  -2.57  -0.123
C  -1.58  0.12  -6.60  -0.092
C  -1.53  4.24  -0.08  -0.188
C  3.37  -4.32  -3.43  -0.086
C  3.64  0.94  -3.09  -0.100
H  1.77  4.82  0.26  0.112
H  0.32  -2.17  -5.00  0.098
H  5.55  1.87  -3.34  0.102
H  1.00  7.13  -0.24  0.103
H  0.14  2.97  0.38  0.088
H  -3.59  -4.81  1.08  0.118
H  2.28  4.49  -2.44  0.096
H  -2.33  0.41  5.33  0.095
H  -2.97  -1.39  3.80  0.093
H  -6.14  0.93  0.27  0.087
H  -0.74  2.15  4.59  0.097
H  -3.02  5.69  -0.58  0.116
H  3.91  -5.25  -3.59  0.101
H  0.78  2.56  -2.28  0.072
H  0.20  2.08  2.32  0.080
H  2.88  -1.31  -4.87  0.110
H  -1.93  2.12  -5.92  0.103
H  -1.40  7.56  -0.66  0.103
H  -3.16  4.72  1.85  0.086
H  -4.89  4.35  1.84  0.094
H  -2.55  -2.73  -4.37  0.096
H  -1.79  -1.15  -2.63  0.073
H  3.81  -0.94  2.08  0.077
H  -3.84  -5.47  -1.33  0.112
H  -3.73  3.20  2.57  0.098
H  4.29  0.53  1.17  0.073
H  -6.44  2.67  0.40  0.090
H  4.04  -0.06  -3.23  0.084
H  -0.56  1.88  -3.90  0.083
H  1.31  -2.85  -1.19  0.082
H  -1.06  -1.92  -7.01  0.103
H  -2.19  0.23  -7.49  0.100
H  -3.83  0.36  -1.02  0.114
H  -3.56  -4.90  -3.73  0.102
H  2.49  -4.97  -1.59  0.105
H  -2.91  -3.11  2.72  0.101
H  -5.74  1.79  1.76  0.086
H  4.68  4.16  -2.98  0.100
H  4.10  -3.41  -5.23  0.103

As for the HOMO energy (spin up / spin down): -6.4031 / -8.0387 eV. Its molar mass is 898.6 Da. For the HOMO-LUMO gap (spin up / spin down), the calculation gives 0.237 / 0.297 Eh. As for the spin multiplicity: 3.


# 6
Computed, not measured: a molecular structure, C24H47NO13S5, with ωB97M-V with the def2-TZVPD basis set.

Last column: Löwdin charge in e.
CARTESIAN COORDINATES (ANGSTROEM)
S  -8.16  -2.01  -0.45  0.668
S  -0.63  0.59  2.62  0.709
S  -2.09  -1.73  -2.57  0.689
S  5.75  -1.19  3.67  0.689
S  1.67  -1.50  1.50  0.723
O  0.54  0.75  1.77  -0.395
O  -1.38  4.75  -6.31  -0.094
O  -1.01  -0.68  3.18  -0.307
O  -8.66  -0.73  -0.93  -0.329
O  1.83  5.13  -6.29  -0.082
O  1.99  -0.13  1.85  -0.359
O  -8.50  -2.53  0.85  -0.337
O  6.18  -2.47  3.14  -0.321
O  4.35  -0.85  3.84  -0.318
O  -3.49  -1.39  -2.40  -0.342
O  0.40  -1.88  0.93  -0.348
O  1.97  2.95  -3.57  -0.020
O  -1.66  -3.01  -3.10  -0.321
N  -0.24  3.38  -4.60  0.058
C  6.60  -0.91  5.21  -0.231
C  1.18  3.79  -4.25  -0.222
C  2.00  -2.54  2.90  -0.221
C  7.89  -0.21  4.81  -0.225
C  -6.38  -2.03  -0.65  -0.227
C  -7.30  -3.21  -2.60  -0.224
C  -6.08  -3.11  -1.69  -0.222
C  1.42  5.28  -4.88  -0.246
C  -8.51  -3.25  -1.68  -0.243
C  6.56  0.11  2.76  -0.217
C  -0.35  0.28  -2.50  -0.212
C  2.97  -2.15  0.46  -0.211
C  -2.05  1.27  1.77  -0.236
C  -1.24  -1.45  -1.03  -0.235
C  -2.79  2.06  2.84  -0.225
C  -0.59  1.81  3.93  -0.217
C  7.49  0.82  3.74  -0.219
C  0.05  -0.75  -1.43  -0.226
C  -1.28  -0.43  -3.48  -0.229
C  2.71  -3.75  2.32  -0.207
C  -1.71  2.80  3.62  -0.222
C  3.71  -3.19  1.30  -0.216
C  -0.06  5.97  -4.67  -0.045
C  -1.01  4.65  -4.89  -0.327
H  0.75  -1.47  -1.87  0.123
H  2.43  4.32  -6.38  0.130
H  1.06  -2.80  3.40  0.109
H  -0.27  6.67  -5.60  0.146
H  -0.76  1.29  4.87  0.107
H  -7.25  -4.10  -3.24  0.117
H  2.51  -2.60  -0.42  0.098
H  -8.59  -4.21  -1.17  0.108
H  -1.68  1.93  0.98  0.110
H  5.98  -0.25  5.83  0.112
H  2.22  5.99  -4.42  0.159
H  6.77  -1.85  5.73  0.112
H  2.65  -1.99  3.59  0.074
H  -3.32  1.37  3.51  0.123
H  6.96  1.65  4.22  0.121
H  -2.65  0.47  1.34  0.100
H  -2.03  0.25  -3.89  0.100
H  -0.06  6.48  -3.59  0.143
H  -1.07  -2.39  -0.51  0.101
H  -0.72  -0.89  -4.30  0.105
H  0.54  -0.27  -0.58  0.092
H  -2.10  3.24  4.54  0.115
H  -5.92  -2.25  0.31  0.107
H  0.39  2.29  3.94  0.109
H  4.14  -3.97  0.68  0.120
H  4.54  -2.71  1.84  0.064
H  -0.75  4.21  -6.90  0.116
H  -7.35  -2.33  -3.26  0.122
H  8.36  1.24  3.24  0.118
H  -5.17  -2.87  -2.25  0.084
H  -0.04  2.74  -5.42  0.150
H  7.12  -0.35  1.94  0.111
H  -1.99  4.51  -4.27  0.163
H  -5.92  -4.07  -1.18  0.122
H  1.99  -4.40  1.80  0.118
H  3.21  -4.34  3.09  0.119
H  5.81  0.80  2.35  0.111
H  8.59  -0.93  4.38  0.122
H  -1.31  3.63  3.01  0.118
H  -3.52  2.75  2.40  0.116
H  -6.07  -1.04  -0.99  0.103
H  0.52  0.70  -3.00  0.100
H  8.38  0.27  5.66  0.119
H  -1.86  -0.79  -0.42  0.096
H  -9.45  -3.01  -2.19  0.107
H  -0.88  1.11  -2.02  0.117
H  3.64  -1.33  0.15  0.107

As for the HOMO energy: -7.4282 eV. The calculation puts the relative energy (zero: lowest compared OMol25 entry of this formula, charge and spin) at 84.1 kcal per mole. Its molar mass is 718.0 Da. For the HOMO-LUMO gap, the calculation gives 0.276 Eh.